No. 1
The following is a DFT calculation (ωB97M-V/def2-TZVPD) of 2 unconnected molecules or ions with the total composition C6H9N2O2.

Each line ends with the Löwdin charge.
Geometry (Å):
C (0.03942, -1.77812, -3.62566)  -0.078
C (0.15745, -1.21299, -0.11555)  -0.190
C (-0.27536, -1.70713, -2.19928)  -0.361
C (-1.45792, -1.67123, -1.52369)  -0.119
N (0.73320, -1.39929, -1.25420)  0.086
N (-1.20488, -1.44452, -0.20200)  0.057
H (0.55843, -0.87010, 0.81913)  0.092
H (-1.91654, -1.17003, 0.43766)  0.131
H (-2.42839, -1.95430, -1.90915)  0.102
H (-0.65204, -1.13436, -4.18030)  0.070
H (-0.03605, -2.78092, -4.05664)  0.065
H (1.03210, -1.37150, -3.80995)  0.071
C (0.18833, 2.92277, 3.32724)  -0.061
C (0.57184, 2.12121, 2.01775)  -0.785
O (-0.00314, 1.01074, 1.89839)  -0.123
O (1.39841, 2.66868, 1.26962)  -0.087
H (0.64138, 3.90966, 3.28729)  0.042
H (0.57752, 2.33167, 4.15665)  0.045
H (-0.89702, 2.96314, 3.41123)  0.043

Calculated values
E_tot = -13444.762 eV
E_HOMO = -4.102 eV
LUMO = 3.44 eV
Strongest force on any atom = 2.78 eV/Å
Kohn-Sham gap = 7.545 eV
Charge = -1
ΔE to the lowest compared entry with this formula, charge and spin = 96.65 kJ/mol



No. 2
The following is a DFT calculation (ωB97M-V/def2-TZVPD) of a molecular structure, C31H32ClMnN4O4S.

Each line ends with the Mulliken spin population.
Geometry (Å):
Mn (-15.38351, -7.57154, 13.71839)  4.111
O (-15.13967, -8.80231, 15.22990)  -0.003
C (-14.20970, -8.89566, 16.15722)  0.007
C (-14.42296, -9.83237, 17.19331)  0.010
C (-13.50979, -10.09090, 18.21602)  -0.004
C (-12.30912, -9.37742, 18.29924)  0.009
C (-12.06902, -8.39856, 17.30979)  -0.007
C (-12.92680, -8.17506, 16.18650)  0.022
C (-12.63515, -7.12215, 15.20218)  -0.008
N (-13.41744, -6.64211, 14.21676)  -0.020
C (-12.76849, -5.54767, 13.65613)  0.010
C (-11.50570, -5.47947, 14.19065)  0.000
N (-11.41051, -6.45458, 15.16368)  0.000
H (-15.36692, -10.37470, 17.23174)  0.001
H (-13.74115, -10.83516, 19.00080)  -0.001
H (-11.60109, -9.51408, 19.13245)  0.001
H (-11.19062, -7.75668, 17.35248)  0.000
H (-13.20272, -4.97344, 12.87864)  0.000
H (-10.69094, -4.76312, 14.05495)  0.000
H (-10.66169, -6.65419, 15.81286)  0.000
C (-20.60391, -9.18260, 16.65534)  0.000
C (-19.17348, -9.47980, 16.19294)  0.000
N (-18.41239, -8.30909, 15.79529)  -0.001
C (-18.57692, -7.64460, 14.63458)  0.005
S (-17.69144, -6.17861, 14.50777)  -0.008
N (-19.37502, -8.15714, 13.66236)  -0.001
C (-19.57993, -7.37064, 12.41537)  0.000
C (-20.75600, -6.36817, 12.60724)  0.000
H (-20.95791, -10.04258, 17.20074)  0.000
H (-21.26773, -9.00068, 15.81455)  0.000
H (-20.61723, -8.30478, 17.33831)  0.000
H (-19.17564, -10.16427, 15.33085)  0.000
H (-18.60077, -9.95443, 17.00096)  0.000
H (-17.81356, -7.82438, 16.45932)  0.000
H (-19.63789, -9.15282, 13.68948)  0.000
H (-19.69509, -8.03082, 11.55333)  0.000
H (-18.67590, -6.75141, 12.22617)  0.001
H (-21.71867, -6.84964, 12.77449)  0.000
H (-20.84040, -5.79929, 11.68312)  0.000
H (-20.56282, -5.66932, 13.43090)  0.000
C (-15.41182, -6.32025, 12.31244)  -0.282
C (-15.38403, -5.83495, 11.16795)  0.074
C (-15.36700, -5.14725, 9.98467)  -0.029
C (-15.26046, -5.78661, 8.74279)  0.040
C (-15.37488, -5.03288, 7.60908)  -0.018
C (-15.62541, -3.64946, 7.68413)  0.033
C (-15.74975, -3.00124, 8.92649)  -0.013
C (-15.52944, -3.72483, 10.06912)  0.035
H (-15.13128, -6.83927, 8.68712)  0.004
H (-15.23080, -5.42691, 6.62463)  -0.001
H (-15.74693, -3.10183, 6.75022)  0.002
H (-15.96397, -1.93847, 8.88505)  0.000
H (-15.49552, -3.31943, 11.07281)  0.002
C (-12.38686, -8.06207, 8.92227)  0.000
C (-12.09153, -8.84093, 10.16534)  0.005
C (-10.82731, -8.92238, 10.66128)  0.001
C (-10.55891, -9.55876, 11.88913)  0.000
Cl (-8.95626, -9.67490, 12.38800)  0.000
C (-11.60227, -10.08903, 12.64512)  -0.003
C (-12.87766, -10.15792, 12.10865)  0.003
C (-13.10208, -9.55294, 10.84194)  0.000
O (-14.30861, -9.68402, 10.22862)  -0.001
C (-15.35240, -10.55710, 10.69315)  0.001
C (-16.45684, -9.84287, 11.51252)  0.011
O (-17.62773, -9.92899, 11.13769)  0.003
O (-16.03212, -9.28226, 12.59537)  0.008
H (-11.50801, -8.11313, 8.25364)  0.000
H (-12.48049, -6.97166, 9.12530)  0.000
H (-13.26603, -8.39994, 8.39818)  -0.001
H (-9.95656, -8.58082, 10.09000)  0.000
H (-11.35952, -10.57842, 13.60034)  0.000
H (-13.73011, -10.55878, 12.64400)  0.004
H (-14.99158, -11.41596, 11.27400)  0.000
H (-15.83063, -10.94360, 9.78742)  0.000

Calculated values
E_tot = -101494.291 eV
E_HOMO (spin up / spin down) = -7.691 / -7.695 eV
LUMO (spin up / spin down) = -1.35 / -0.19 eV
Strongest force on any atom = 5.12 eV/Å
Kohn-Sham gap (spin up / spin down) = 6.336 / 7.502 eV
Charge = 0
Spin multiplicity = 5
ΔE to the lowest compared entry with this formula, charge and spin = 43.07 kJ/mol



No. 3
The following is a DFT calculation (ωB97M-V/def2-TZVPD) of 2 unconnected molecules or ions with the total composition C2H3IO2.

Each line ends with the Löwdin charge.
Geometry (Å):
C (-0.65571, 0.99611, 1.18253)  0.045
C (0.26445, -0.50834, -0.94172)  -0.752
O (-1.07063, 0.01163, 1.60141)  0.166
O (0.16053, 0.76116, -0.61957)  -0.265
I (1.83971, -1.60848, 0.20010)  0.573
H (-0.50119, 2.04680, 1.32705)  0.139
H (-0.63585, -1.10718, -0.77170)  0.043
H (0.59870, -0.59170, -1.97810)  0.051

Calculated values
E_tot = -14315.705 eV
E_HOMO = -8.877 eV
LUMO = -0.41 eV
Strongest force on any atom = 4.33 eV/Å
Kohn-Sham gap = 8.469 eV
Charge = 0
ΔE to the lowest compared entry with this formula, charge and spin = 279.48 kJ/mol



No. 4
The following is a DFT calculation (ωB97M-V/def2-TZVPD) of a molecular structure, C22H37ClIrP2.

Each line ends with the Mulliken spin population.
Geometry (Å):
P (-1.00698, 0.80809, -1.62451)  0.362
P (0.36498, -0.37579, 1.76926)  0.698
C (0.39514, -0.30717, -1.16463)  0.165
C (0.44665, -1.14257, 0.11455)  0.034
H (1.36952, 0.16652, -1.39914)  0.020
H (0.12836, -0.97904, -1.98835)  0.057
H (-0.15832, -2.06892, 0.02795)  -0.005
H (1.46958, -1.42740, 0.32862)  0.009
C (1.95964, 0.34589, 2.15680)  0.032
H (1.92023, 0.63728, 3.21711)  0.004
H (2.11660, 1.24960, 1.54888)  -0.007
H (2.76680, -0.37411, 1.99059)  0.011
C (-0.24299, -1.57677, 2.89338)  0.052
H (0.50191, -2.37734, 2.97927)  0.027
H (-1.19282, -1.96764, 2.52309)  0.001
H (-0.40269, -1.07877, 3.85209)  0.005
C (-0.49837, 2.11160, -2.70735)  -0.026
H (-1.34656, 2.79528, -2.83086)  0.008
H (-0.20952, 1.68083, -3.67660)  0.017
H (0.33405, 2.66686, -2.26664)  0.002
C (-2.31817, -0.25573, -2.18022)  0.024
H (-2.72722, -0.84367, -1.34338)  -0.006
H (-1.94637, -0.93112, -2.96509)  0.001
H (-3.11349, 0.39426, -2.58044)  0.004
Ir (-0.63319, 1.09348, 0.50188)  1.868
C (2.29928, -3.08030, -0.78883)  0.022
C (3.19111, -2.06245, -0.64896)  0.025
C (4.20450, -1.73064, -1.69596)  0.002
C (3.60501, -1.63608, -3.11787)  0.005
C (2.15778, -1.24266, -3.18017)  0.062
C (1.14686, -2.13235, -3.27696)  0.023
C (1.30760, -3.61795, -3.10825)  -0.003
C (2.24711, -4.02452, -1.95446)  0.003
C (-2.47173, 2.09252, 0.03863)  0.354
H (1.66956, -3.40118, 0.05688)  -0.008
H (3.41444, -1.64381, 0.33965)  0.004
H (4.97435, -2.52933, -1.69713)  0.003
H (4.74521, -0.79467, -1.44593)  0.001
H (4.21774, -0.92845, -3.70993)  0.001
H (3.70489, -2.62348, -3.59737)  0.002
H (1.97091, -0.16156, -3.30037)  -0.001
H (0.18619, -1.85498, -3.74535)  0.008
H (1.71753, -4.02574, -4.05483)  -0.001
H (0.31872, -4.10717, -2.97721)  0.002
H (1.92242, -5.02181, -1.59352)  0.000
H (3.26478, -4.15283, -2.35865)  0.003
H (-3.00438, 1.65917, 0.91314)  0.004
H (-2.99936, 1.93657, -0.91695)  -0.026
H (-2.17380, 3.13854, 0.19430)  0.039
Cl (-3.14619, 0.25203, 3.51056)  0.063
C (-3.20947, 1.97427, 3.51332)  0.209
C (-4.31507, 2.57343, 4.11661)  -0.044
C (-4.43276, 3.96450, 4.14852)  0.218
C (-3.39059, 4.73868, 3.62844)  0.069
C (-2.26089, 4.13442, 3.08120)  0.038
C (-2.13552, 2.73542, 2.98090)  0.191
C (-0.88119, 2.06990, 2.46943)  0.395
H (-5.07411, 1.95121, 4.57329)  0.003
H (-5.30510, 4.42216, 4.60003)  0.004
H (-3.45607, 5.82631, 3.67472)  0.003
H (-1.42742, 4.77166, 2.73673)  -0.002
H (-0.13570, 2.81389, 2.13920)  -0.046
H (-0.42344, 1.47357, 3.27687)  0.021

Calculated values
E_tot = -57326.142 eV
E_HOMO (spin up / spin down) = -10.578 / -13.839 eV
LUMO (spin up / spin down) = -5.20 / -9.56 eV
Strongest force on any atom = 3.84 eV/Å
Kohn-Sham gap (spin up / spin down) = 5.373 / 4.281 eV
Charge = +2
Spin multiplicity = 6
ΔE to the lowest compared entry with this formula, charge and spin = 199.12 kJ/mol